Entry 1:
The following is a quantum chemistry calculation of C33H22ClN4O4STi as an isolated structure at a distorted geometry, from the Open Molecules 2025 dataset.

Summary:
- Expectation value of S²: 2.032
- Orbital gap (spin up / spin down): 0.1702 / 0.2472 hartree
- Spin multiplicity: 3
- Energy relative to the best compared isomer or geometry (same formula, charge and spin): 0.000 eV
- F_max: 1.58 eV/Å
- Charge: -1

Each line ends with the natural charge from an NBO analysis.
Positions of all 66 atoms, in Å:
Ti 10.68 13.17 12.60  1.587
O 13.24 6.63 12.25  -0.740
C 12.47 6.96 13.17  0.747
O 11.89 6.29 14.04  -0.741
C 12.25 8.53 13.25  -0.031
C 12.89 9.37 12.34  -0.209
C 12.62 10.73 12.40  0.154
N 11.79 11.27 13.27  -0.492
C 11.18 10.48 14.14  0.244
C 11.38 9.10 14.17  -0.229
C 10.32 11.22 15.07  0.189
C 9.83 10.61 16.22  -0.229
C 9.17 11.37 17.17  -0.149
C 9.05 12.73 16.94  -0.261
C 9.52 13.26 15.76  0.078
N 10.15 12.54 14.82  -0.468
C 13.20 11.78 11.53  0.204
C 14.26 11.46 10.71  -0.226
C 14.78 12.45 9.90  -0.142
C 14.25 13.74 9.97  -0.261
C 13.20 13.98 10.83  0.102
N 12.66 13.00 11.57  -0.485
H 13.52 8.88 11.61  0.258
H 10.87 8.45 14.86  0.244
H 9.98 9.56 16.36  0.228
H 8.80 10.90 18.07  0.217
H 8.58 13.37 17.67  0.219
H 9.41 14.31 15.52  0.233
H 14.64 10.45 10.72  0.232
H 15.62 12.22 9.26  0.215
H 14.68 14.53 9.36  0.223
H 12.70 14.92 10.94  0.241
Cl 8.86 10.89 5.86  -0.047
C 9.24 11.74 7.32  -0.064
C 9.79 13.00 7.23  -0.268
C 10.08 13.67 8.39  -0.263
C 9.87 13.14 9.66  0.322
O 10.15 13.86 10.74  -0.813
C 9.33 11.84 9.72  -0.131
C 9.16 11.25 10.99  0.141
O 9.51 11.84 12.08  -0.804
C 9.01 11.16 8.52  -0.251
H 10.01 13.49 6.29  0.212
H 10.50 14.66 8.33  0.205
H 8.67 10.30 11.10  0.154
H 8.59 10.15 8.60  0.214
C 7.02 12.74 13.34  -0.634
C 7.35 14.17 13.00  0.287
C 6.28 15.01 12.58  -0.277
C 6.56 16.29 12.25  -0.109
C 7.86 16.81 12.37  -0.121
C 8.16 18.14 12.02  -0.219
C 9.45 18.63 12.16  -0.200
C 10.46 17.78 12.62  -0.246
C 10.21 16.46 12.96  -0.131
S 11.53 15.45 13.57  -0.375
C 8.89 15.92 12.82  0.226
N 8.60 14.60 13.08  -0.484
H 6.03 12.65 13.74  0.204
H 7.72 12.30 14.04  0.229
H 7.05 12.16 12.42  0.246
H 5.29 14.61 12.53  0.213
H 5.77 16.95 11.88  0.204
H 7.36 18.76 11.64  0.200
H 9.69 19.65 11.88  0.206
H 11.48 18.13 12.71  0.219


Entry 2:
The following is a quantum chemistry calculation of C37H54BHgN7OSSbSe4 as an isolated structure at a distorted geometry, from the Open Molecules 2025 dataset.

Summary:
- Expectation value of S²: 0.777
- Orbital gap (spin up / spin down): 0.1906 / 0.1903 hartree
- Spin multiplicity: 2
- Energy relative to the best compared isomer or geometry (same formula, charge and spin): 2.749 eV
- F_max: 2.92 eV/Å
- Charge: -2

Each line ends with the Löwdin spin population.
Positions of all 107 atoms, in Å:
Hg 0.05 -0.36 0.11  0.014
C 0.81 -2.48 -5.10  0.000
C 1.44 -2.32 -3.76  0.000
C 2.33 -3.15 -3.11  0.000
C 2.55 -2.53 -1.85  0.000
N 1.84 -1.43 -1.75  0.002
N 1.17 -1.30 -2.92  0.000
B 0.27 -0.07 -3.21  0.000
N 0.85 1.24 -2.69  0.000
N 1.23 1.38 -1.41  0.004
C 1.88 2.52 -1.32  0.000
C 1.91 3.16 -2.59  0.000
C 1.25 2.30 -3.44  0.000
C 1.01 2.48 -4.91  0.000
C 2.52 2.98 -0.03  0.001
C 1.53 3.82 0.78  0.002
C 3.73 3.86 -0.36  0.001
C 3.01 1.78 0.79  0.026
N -1.13 -0.41 -2.62  0.000
N -1.21 -1.34 -1.62  -0.006
C -2.46 -1.79 -1.61  -0.001
C -3.22 -1.10 -2.58  0.000
C -2.32 -0.25 -3.20  -0.001
C -2.57 0.67 -4.35  0.000
C -2.88 -3.05 -0.89  0.000
C -2.58 -4.21 -1.86  0.000
C -4.38 -3.01 -0.59  0.000
C -2.10 -3.29 0.39  0.000
C 3.49 -2.96 -0.75  0.000
C 4.92 -2.98 -1.30  0.000
C 3.11 -4.38 -0.29  0.000
C 3.41 -2.00 0.44  0.000
H 1.08 -3.44 -5.52  0.000
H -0.28 -2.41 -5.04  0.000
H 1.14 -1.70 -5.79  0.000
H 2.76 -4.07 -3.49  0.000
H 0.16 0.05 -4.40  0.000
H 2.35 4.11 -2.85  0.000
H 1.33 3.48 -5.20  0.000
H 1.57 1.75 -5.50  0.000
H -0.05 2.37 -5.17  0.000
H 1.13 4.64 0.16  0.000
H 0.68 3.22 1.12  0.001
H 2.01 4.24 1.66  0.000
H 3.43 4.83 -0.77  0.000
H 4.30 4.05 0.56  0.000
H 4.39 3.37 -1.08  0.000
H 2.28 0.97 0.78  0.010
H 3.94 1.39 0.37  0.002
H 3.18 2.07 1.83  0.004
H -4.26 -1.22 -2.81  0.000
H -3.62 0.63 -4.62  0.000
H -2.31 1.70 -4.09  0.000
H -1.97 0.39 -5.22  0.000
H -3.10 -4.08 -2.81  0.000
H -1.50 -4.26 -2.06  0.000
H -2.89 -5.16 -1.42  0.000
H -4.98 -3.03 -1.50  0.000
H -4.65 -3.88 0.01  0.000
H -4.63 -2.11 -0.02  0.000
H -1.02 -3.15 0.26  0.000
H -2.43 -2.60 1.16  0.001
H -2.27 -4.31 0.74  0.000
H 5.01 -3.67 -2.14  0.000
H 5.20 -1.98 -1.66  0.000
H 5.62 -3.28 -0.52  0.000
H 3.12 -5.08 -1.13  0.000
H 3.82 -4.74 0.46  0.000
H 2.11 -4.38 0.15  0.000
H 3.78 -1.01 0.17  0.000
H 2.37 -1.89 0.78  0.000
H 4.00 -2.39 1.27  0.000
C -1.52 3.97 -1.20  -0.002
C -2.14 4.48 -0.06  0.000
C -2.55 3.61 0.93  -0.002
C -2.34 2.23 0.78  0.006
N -1.73 1.76 -0.32  -0.002
C -1.33 2.60 -1.26  0.000
C -2.74 1.25 1.83  0.060
C -3.61 1.61 2.86  0.017
C -3.87 0.74 3.91  -0.003
C -3.27 -0.51 3.94  0.018
C -2.42 -0.88 2.90  0.063
C -2.18 -0.01 1.86  0.464
H -1.17 4.62 -1.99  0.000
H -2.29 5.55 0.06  0.000
H -2.96 4.00 1.85  0.000
H -0.82 2.16 -2.12  0.000
H -4.06 2.59 2.88  0.003
H -4.49 1.07 4.74  0.000
H -3.39 -1.17 4.78  0.003
H -1.92 -1.84 2.95  0.006
C 0.88 -3.76 3.72  0.000
S 1.01 -2.14 2.96  0.000
C 2.76 -1.94 3.27  0.000
O 0.86 -2.47 1.47  -0.006
H 1.61 -4.43 3.25  0.000
H -0.14 -4.11 3.52  0.000
H 1.04 -3.64 4.79  0.000
H 2.90 -1.92 4.35  0.000
H 3.07 -0.99 2.85  0.000
H 3.29 -2.77 2.79  0.000
Se -0.66 3.17 4.97  -0.008
Sb 0.86 1.31 4.59  0.000
Se 0.37 -0.68 5.94  -0.004
Se 3.23 1.89 4.70  0.021
Se 0.72 0.85 2.01  0.302


- The highest F_max belongs to which entry?
  C37H54BHgN7OSSbSe4


Copy entry 1 word for word.
The following is a quantum chemistry calculation of C33H22ClN4O4STi as an isolated structure at a distorted geometry, from the Open Molecules 2025 dataset.

Summary:
- Expectation value of S²: 2.032
- Orbital gap (spin up / spin down): 0.1702 / 0.2472 hartree
- Spin multiplicity: 3
- Energy relative to the best compared isomer or geometry (same formula, charge and spin): 0.000 eV
- F_max: 1.58 eV/Å
- Charge: -1

Each line ends with the natural charge from an NBO analysis.
Positions of all 66 atoms, in Å:
Ti 10.68 13.17 12.60  1.587
O 13.24 6.63 12.25  -0.740
C 12.47 6.96 13.17  0.747
O 11.89 6.29 14.04  -0.741
C 12.25 8.53 13.25  -0.031
C 12.89 9.37 12.34  -0.209
C 12.62 10.73 12.40  0.154
N 11.79 11.27 13.27  -0.492
C 11.18 10.48 14.14  0.244
C 11.38 9.10 14.17  -0.229
C 10.32 11.22 15.07  0.189
C 9.83 10.61 16.22  -0.229
C 9.17 11.37 17.17  -0.149
C 9.05 12.73 16.94  -0.261
C 9.52 13.26 15.76  0.078
N 10.15 12.54 14.82  -0.468
C 13.20 11.78 11.53  0.204
C 14.26 11.46 10.71  -0.226
C 14.78 12.45 9.90  -0.142
C 14.25 13.74 9.97  -0.261
C 13.20 13.98 10.83  0.102
N 12.66 13.00 11.57  -0.485
H 13.52 8.88 11.61  0.258
H 10.87 8.45 14.86  0.244
H 9.98 9.56 16.36  0.228
H 8.80 10.90 18.07  0.217
H 8.58 13.37 17.67  0.219
H 9.41 14.31 15.52  0.233
H 14.64 10.45 10.72  0.232
H 15.62 12.22 9.26  0.215
H 14.68 14.53 9.36  0.223
H 12.70 14.92 10.94  0.241
Cl 8.86 10.89 5.86  -0.047
C 9.24 11.74 7.32  -0.064
C 9.79 13.00 7.23  -0.268
C 10.08 13.67 8.39  -0.263
C 9.87 13.14 9.66  0.322
O 10.15 13.86 10.74  -0.813
C 9.33 11.84 9.72  -0.131
C 9.16 11.25 10.99  0.141
O 9.51 11.84 12.08  -0.804
C 9.01 11.16 8.52  -0.251
H 10.01 13.49 6.29  0.212
H 10.50 14.66 8.33  0.205
H 8.67 10.30 11.10  0.154
H 8.59 10.15 8.60  0.214
C 7.02 12.74 13.34  -0.634
C 7.35 14.17 13.00  0.287
C 6.28 15.01 12.58  -0.277
C 6.56 16.29 12.25  -0.109
C 7.86 16.81 12.37  -0.121
C 8.16 18.14 12.02  -0.219
C 9.45 18.63 12.16  -0.200
C 10.46 17.78 12.62  -0.246
C 10.21 16.46 12.96  -0.131
S 11.53 15.45 13.57  -0.375
C 8.89 15.92 12.82  0.226
N 8.60 14.60 13.08  -0.484
H 6.03 12.65 13.74  0.204
H 7.72 12.30 14.04  0.229
H 7.05 12.16 12.42  0.246
H 5.29 14.61 12.53  0.213
H 5.77 16.95 11.88  0.204
H 7.36 18.76 11.64  0.200
H 9.69 19.65 11.88  0.206
H 11.48 18.13 12.71  0.219